The following is a DFT calculation (the ωB97M-V functional and the def2-TZVPD basis) of the molecule C4H7NO2S2 in a non-equilibrium geometry.

Last column: Mulliken charge in e.
Cartesian coordinates (Å):
C1 -1.4090 -0.8495 -0.3187  -0.713
C2 -1.4376 0.6037 -0.7004  -0.285
C3 0.6158 -0.4427 0.8872  -0.699
C4 0.9800 0.6239 -0.1819  0.396
N1 -0.6920 -0.9909 0.9356  -0.357
O1 2.9701 -1.5189 -0.0340  -0.598
O2 -0.1012 1.0336 -1.0391  -0.370
S1 1.8802 1.9989 0.4578  -0.229
S2 1.6263 -1.0851 -0.4722  0.371
H1 -2.4053 -1.1030 -0.0052  0.406
H2 -1.0111 -1.6035 -1.0272  0.284
H3 -1.9681 0.8490 -1.6099  0.301
H4 -1.7299 1.2329 0.0747  0.329
H5 1.0897 -0.3114 1.7893  0.718
H6 -1.2996 -0.5708 1.6512  0.306
H7 2.8917 2.1340 -0.4072  0.140

Computed properties:
E_HOMO, eV: -8.707
Largest force on an atom, eV Å⁻¹: 3.191
HOMO-LUMO gap, eV: 9.3
ΔE to the lowest compared entry with this formula, charge and spin, kcal per mole: 54.73

=====

The following is a DFT calculation (the ωB97M-V functional and the def2-TZVPD basis) of a cluster of 2 separate species, C4H9ClN in total in a non-equilibrium geometry.

Last column: Mulliken charge in e.
Cartesian coordinates (Å):
C1 -1.7822 1.8757 0.2232  -0.439
C2 -1.5610 0.6050 0.0975  0.286
C3 1.5513 0.2748 -0.6636  -1.145
C4 0.8038 -0.3352 0.4601  -0.345
N1 0.3503 -1.7000 0.2541  -0.141
Cl1 -2.4607 -0.7913 -0.0657  -0.196
H1 -2.7712 2.3176 0.1587  0.263
H2 -0.9769 2.5711 0.3838  0.235
H3 1.0124 0.1667 -1.6060  0.400
H4 2.5382 -0.1859 -0.7896  0.394
H5 1.7123 1.3336 -0.4838  0.331
H6 0.9775 -0.0358 1.4770  0.394
H7 0.6338 -2.3397 1.0055  0.383
H8 0.6981 -2.0481 -0.6487  0.390
H9 -0.7258 -1.7084 0.1975  0.191

Computed properties:
Total charge: +1
E_HOMO (spin up / spin down), eV: -13.327 / -13.178
Largest force on an atom, eV Å⁻¹: 2.839
HOMO-LUMO gap (spin up / spin down), eV: 8.8 / 8.7
ΔE to the lowest compared entry with this formula, charge and spin, kcal per mole: 68.37

=====

Question: ΔE to the lowest compared entry with this formula, charge and spin of number 1 (C4H7NO2S2)?
Answer: 54.73 kcal per mole